{"formula": "C3H5NO3", "method": "wB97M-V/def2-TZVPD", "species": ["C", "H", "C", "O", "O", "C", "H", "H", "O", "H", "H", "N"], "coordinates": [[-0.3506, 0.2056, 0.3753], [-0.0173, -0.0022, 1.3570], [0.7539, 0.3418, -0.6360], [2.6795, -0.8588, -0.6607], [0.2065, 1.4577, -0.0862], [-1.8535, -0.2399, 0.0707], [-2.0194, -1.0232, 0.8931], [0.7956, 0.0063, -1.6739], [2.2761, 0.3018, 1.0903], [-2.0125, -0.5964, -0.9685], [-2.5252, 0.4941, 0.2361], [2.0668, -0.0867, 0.0028]], "forces_ev_per_angstrom": [[-1.396, 0.047, -2.190], [0.243, -0.244, 0.878], [-0.281, -1.434, 1.383], [1.643, -1.390, -0.853], [-0.622, 0.378, -0.395], [3.817, -2.752, 0.509], [-0.045, 0.735, -1.642], [-0.442, 0.632, 0.115], [1.218, 0.773, 2.530], [0.296, -0.133, 0.817], [-1.997, 2.738, 0.684], [-2.434, 0.652, -1.837]], "e_lumo_ev": 0.60, "smiles": "C[C@@H]1O[C@H]1[N+](=O)[O-]", "e_above_lowest_ev": 5.7425, "homo_lumo_gap_ev": 11.5}

{"formula": "C4H12NS3", "method": "wB97M-V/def2-TZVPD", "species": ["H", "H", "C", "H", "S", "C", "H", "H", "N", "H", "H", "H", "C", "S", "H", "H", "C", "S", "H", "H"], "coordinates": [[2.0877, -0.3329, -0.2115], [-0.2895, -0.4809, 1.5717], [2.4357, 0.4465, 0.4676], [-3.1126, 0.1373, 1.4328], [1.3087, 1.8503, 0.5005], [0.6749, 1.2752, -2.5810], [0.9224, 1.6577, -3.5720], [-2.4499, -2.2027, 0.3485], [-2.1165, 0.3512, 1.4709], [-1.3832, -1.2823, 2.6577], [-0.3816, 1.1576, -2.3699], [-1.9422, 0.7199, 0.5367], [-1.4168, -1.8912, 0.5403], [1.4398, 2.4807, -1.4492], [2.5251, 0.0209, 1.4686], [3.4275, 0.7689, 0.1403], [-1.3188, -0.8542, 1.6517], [-0.6896, -1.3461, -1.0474], [-0.8874, -2.7902, 0.8890], [1.1663, 0.3144, -2.4453]], "forces_ev_per_angstrom": [[-0.348, 0.049, 0.119], [0.070, -0.165, 0.201], [0.595, -0.176, -0.190], [0.124, -0.230, 0.203], [-0.246, -0.287, -0.460], [0.377, -0.144, 0.733], [-0.235, 0.124, -0.001], [-0.117, 0.098, 0.245], [-0.900, 0.271, 0.167], [-0.586, 0.074, -0.002], [-0.073, -0.013, -0.237], [0.437, -0.183, 0.080], [0.107, -0.620, -0.127], [0.299, 0.461, -0.105], [-0.181, 0.098, 0.038], [-0.041, 0.099, 0.082], [1.024, 0.516, -0.813], [-0.106, 0.060, 0.165], [-0.055, 0.045, -0.051], [-0.147, -0.077, -0.046]], "e_lumo_ev": 3.18, "e_above_lowest_ev": 0.4457, "charge": -1, "homo_lumo_gap_ev": 5.9}

{"formula": "C7H10N2O", "method": "wB97M-V/def2-TZVPD", "species": ["C", "C", "C", "C", "C", "H", "N", "H", "N", "H", "O", "C", "C", "H", "H", "H", "H", "H", "H", "H"], "coordinates": [[-1.9328, -0.5132, 0.7635], [1.7492, 0.2736, 0.1475], [-1.8367, 0.9117, 0.3297], [-2.1877, -0.1413, -0.6948], [-0.9232, -0.8737, -1.1280], [2.7599, 0.0540, -1.2840], [2.5093, -0.7910, 0.0694], [2.3918, -1.4075, 0.8679], [-0.4677, 1.4067, 0.3627], [-0.1103, -1.8995, 0.7301], [1.9800, 0.9491, -0.9499], [0.3633, 0.2696, 0.7600], [-0.5018, -0.9439, 0.3684], [-0.2413, -0.3670, -1.8273], [-2.6156, 1.6251, 0.5972], [0.5232, 0.2367, 1.8534], [-3.1380, -0.1210, -1.2318], [-0.3807, 2.1769, 1.0155], [-1.1569, -1.8737, -1.5139], [-2.5821, -0.9369, 1.5288]], "forces_ev_per_angstrom": [[-0.145, -0.094, 0.311], [-0.123, -3.343, -3.336], [-0.193, 0.046, 0.012], [-0.221, 0.073, -0.121], [0.208, -0.002, -0.296], [-2.077, 3.105, 1.149], [-0.305, 0.231, 2.477], [0.139, -0.403, -0.055], [0.046, 0.225, 0.040], [-0.095, 0.268, -0.097], [1.766, -0.591, -1.512], [0.384, 0.805, 1.460], [0.297, -0.241, -0.105], [-0.170, -0.078, 0.253], [0.223, -0.219, -0.096], [-0.260, -0.051, -0.057], [0.304, -0.007, 0.190], [-0.023, -0.087, -0.115], [0.041, 0.232, 0.132], [0.204, 0.130, -0.234]], "e_lumo_ev": 0.79, "e_above_lowest_ev": 4.2438, "homo_lumo_gap_ev": 9.4}

{"formula": "C23H31N3O5S", "method": "wB97M-V/def2-TZVPD", "species": ["O", "H", "H", "C", "N", "C", "H", "C", "C", "C", "H", "H", "C", "C", "H", "H", "H", "C", "H", "H", "C", "H", "H", "H", "H", "H", "C", "N", "N", "H", "C", "H", "H", "C", "H", "C", "H", "O", "C", "C", "C", "H", "H", "C", "C", "O", "H", "S", "H", "H", "H", "C", "H", "H", "H", "C", "O", "H", "O", "H", "C", "C", "C"], "coordinates": [[-1.5529, 2.3182, 0.7859], [-5.4775, -2.2271, 0.4504], [-4.1398, -1.2685, -0.1822], [-5.2249, -1.2964, -0.0642], [-3.7736, 1.2770, 0.0536], [2.5063, 0.3812, -0.6964], [-6.9770, -1.2734, -1.3298], [7.0377, 2.6698, 0.3667], [2.1939, 1.5728, -1.5468], [6.3980, 2.5283, -0.8531], [3.7405, -4.1471, 0.1628], [-5.6160, -2.1797, -1.9915], [4.7618, 1.0636, 0.1475], [2.9222, -3.4887, 0.4594], [-5.7082, 1.4719, -0.6430], [-1.6861, 1.2672, -2.3730], [-6.7502, -0.1069, 0.8904], [0.2028, 0.3508, -0.9234], [0.9385, -2.9619, 2.0653], [2.4770, 1.3827, -2.5858], [-3.3588, 1.2613, -1.2600], [-1.8520, 0.9882, 3.1842], [-3.6052, 0.6806, 3.1298], [7.9139, 3.2951, 0.4515], [3.5829, -0.5998, 0.8013], [6.7816, 3.0375, -1.7253], [5.4365, 1.1911, 1.3646], [1.3870, -1.7565, -0.3000], [-2.0239, 0.9935, -1.4611], [-0.0747, -4.2733, 1.3964], [-5.6603, -0.1271, 0.8209], [-5.5887, -0.4203, -2.0119], [-5.2645, -0.2823, 1.8258], [2.5322, -2.5585, -0.6931], [-2.4856, -0.2477, 2.0680], [-2.6864, 0.6935, 2.5606], [-5.4362, 2.0214, 1.0237], [-1.7213, -0.5407, 0.1702], [0.2768, -2.6205, 0.0381], [-5.8936, -1.2880, -1.4339], [0.7164, -3.5585, 1.1672], [3.2349, -2.8918, 1.3306], [2.2398, -3.1850, -1.5489], [-1.2036, 0.1962, -0.6638], [3.5846, 0.2122, 0.0855], [-3.6294, 3.0268, 1.8511], [-0.5743, -2.0281, 0.3657], [-2.8440, 1.9657, 1.2931], [3.3715, -1.9330, -0.9880], [4.8052, 1.6053, -1.9286], [5.0633, 0.6652, 2.2320], [0.6723, 1.7009, -1.4300], [7.0556, 2.0889, 2.4276], [2.7163, 2.4655, -1.2072], [-0.0140, -3.2182, -0.8364], [-5.2068, 1.2388, 0.2986], [1.8469, -4.3241, 0.8124], [0.3862, 2.4726, -0.7126], [-4.0938, 1.4751, -2.1977], [0.2250, 1.9604, -2.3911], [1.2894, -0.4440, -0.6125], [5.2714, 1.7349, -0.9649], [6.5545, 1.9930, 1.4754]], "forces_ev_per_angstrom": [[0.035, -0.225, 0.025], [0.092, -0.005, 0.016], [0.046, -0.100, 0.071], [-0.217, 0.090, 0.020], [0.220, 0.531, 0.811], [0.650, 0.272, 0.217], [-0.142, -0.011, -0.040], [0.033, 0.026, -0.003], [-0.087, 0.024, -0.105], [0.071, 0.102, -0.043], [-0.001, 0.090, 0.009], [-0.022, -0.056, -0.115], [0.323, 0.256, 0.033], [0.157, 0.158, -0.305], [0.132, 0.059, 0.156], [-0.087, -0.010, 0.151], [-0.040, 0.005, 0.105], [0.566, 0.133, -0.081], [-0.044, -0.028, -0.052], [0.024, 0.042, -0.018], [0.475, -0.108, -0.549], [0.135, 0.168, 0.057], [-0.170, 0.031, 0.085], [0.072, 0.045, 0.003], [-0.075, -0.147, 0.006], [0.031, 0.031, -0.066], [-0.098, -0.007, -0.092], [0.064, 0.162, 0.267], [0.325, -0.078, -0.475], [-0.012, 0.089, 0.012], [0.224, -0.042, -0.201], [-0.036, 0.066, -0.127], [-0.077, 0.023, 0.099], [0.426, -0.347, 0.183], [0.022, -0.089, 0.023], [-0.190, 0.314, -0.696], [-0.157, -0.073, -0.204], [0.171, 0.039, -0.170], [-0.243, -0.302, 0.404], [0.131, -0.043, 0.146], [-0.253, 0.142, -0.181], [0.009, -0.020, -0.073], [0.042, 0.072, 0.034], [-0.396, -0.659, -0.055], [-0.571, -0.173, -0.166], [-0.209, -0.145, 0.134], [0.163, -0.137, -0.061], [0.004, 0.272, 0.615], [-0.103, -0.111, 0.013], [-0.064, -0.002, -0.093], [-0.037, -0.066, 0.076], [-0.012, 0.089, 0.140], [0.031, 0.007, 0.072], [0.038, -0.011, -0.055], [-0.002, 0.033, 0.001], [-0.782, -0.124, 0.243], [0.006, -0.172, 0.030], [0.041, 0.115, -0.102], [-0.112, 0.027, 0.027], [0.026, 0.069, -0.006], [-0.587, -0.230, -0.282], [-0.046, -0.100, 0.070], [0.089, 0.038, 0.064]], "e_lumo_ev": -0.17, "smiles": "CCCCN(C(=O)NC(=O)C1=C(N2CCOCC2)/C(=C/c2ccccc2)CC1)S(C)(=O)=O", "e_above_lowest_ev": 3.3587, "homo_lumo_gap_ev": 7.7}

{"formula": "C17H15Cl5FN2O2ReSSbSe4", "method": "wB97M-V/def2-TZVPD", "species": ["C", "H", "H", "C", "Re", "C", "Cl", "Cl", "Se", "C", "C", "C", "C", "Se", "O", "C", "H", "C", "C", "C", "C", "C", "Cl", "Se", "Se", "H", "H", "N", "C", "F", "O", "H", "S", "Sb", "H", "H", "Cl", "C", "C", "C", "H", "H", "H", "H", "H", "N", "H", "Cl", "H"], "coordinates": [[1.7947, 3.8867, -3.6636], [1.8553, -4.8172, -1.7299], [-4.0955, -0.7495, 2.1685], [0.4619, 4.0006, -3.2721], [0.3084, 0.7800, 1.5905], [-0.0132, 3.3119, -2.1767], [-0.6013, 5.0195, -4.1805], [3.2324, 1.3256, -0.9396], [0.6022, 2.6996, 6.5273], [0.8154, 2.4501, -1.3857], [-3.0884, -0.3263, 2.1558], [0.6333, -3.3257, -2.6815], [2.1704, 2.3578, -1.8236], [-3.1794, 1.2939, 5.6752], [0.3165, 1.8225, -0.4124], [2.4467, -1.6676, 1.3254], [0.3891, -3.9545, -3.5282], [1.4504, -3.8147, -1.6799], [-2.1452, -2.3123, 0.9414], [0.1376, -2.0224, -2.6178], [-2.3466, -0.7982, 0.9135], [2.6318, 3.0576, -2.9256], [2.3900, 4.7510, -5.0385], [0.1731, -0.3551, 3.7740], [-0.7846, 2.6321, 2.5603], [-3.1073, -2.8292, 0.9638], [2.7720, -0.2794, 2.7206], [3.0945, -1.1942, 2.4076], [1.2214, -1.6857, -0.5186], [2.1437, 1.3036, 1.9470], [-1.0529, -0.2184, 0.8103], [-4.1165, -0.7139, -0.3335], [2.8014, -3.2822, 0.7389], [-0.8949, 1.6284, 4.9697], [-0.4863, -1.6501, -3.4205], [-3.0852, 0.7323, -0.4065], [-1.6642, 3.4459, -1.6958], [1.7439, -2.9799, -0.6132], [-3.0850, -0.3555, -0.3488], [0.4214, -1.1953, -1.5506], [3.3365, -1.8534, 3.1278], [-2.5754, -0.6276, 3.0674], [-2.5904, -0.7491, -1.2386], [-1.5805, -2.5842, 1.8345], [-1.5921, -2.6361, 0.0571], [1.5934, -0.9865, 0.6212], [0.0332, -0.1901, -1.4770], [4.2869, 2.8947, -3.4069], [-3.1727, 0.7605, 2.1684]], "forces_ev_per_angstrom": [[-0.020, 0.010, -0.008], [0.012, -0.012, -0.003], [-0.030, -0.016, -0.008], [0.036, 0.042, -0.070], [0.325, -0.055, -0.151], [0.034, -0.112, 0.104], [-0.044, 0.045, -0.040], [-0.088, 0.032, -0.035], [-0.035, -0.018, -0.029], [-0.010, 0.158, -0.145], [0.047, 0.033, -0.047], [-0.040, -0.011, -0.109], [-0.043, -0.041, 0.083], [0.016, -0.028, 0.015], [0.086, -0.249, 0.305], [0.162, 0.144, 0.315], [-0.005, -0.012, -0.011], [0.005, -0.056, 0.024], [-0.069, 0.038, -0.004], [-0.046, -0.039, -0.077], [0.086, -0.228, 0.164], [0.080, -0.008, -0.018], [0.022, 0.052, -0.075], [0.141, -0.259, 0.148], [-0.105, 0.210, 0.072], [-0.033, -0.012, 0.009], [0.017, 0.054, 0.019], [-0.026, -0.136, -0.064], [-0.008, -0.043, -0.201], [-0.114, 0.014, 0.073], [-0.281, 0.380, -0.306], [-0.038, -0.010, 0.000], [-0.011, -0.027, -0.078], [-0.004, 0.158, -0.086], [-0.010, 0.003, -0.014], [-0.004, 0.046, 0.012], [-0.002, -0.032, 0.039], [0.023, 0.030, 0.001], [-0.001, -0.110, 0.025], [0.032, 0.016, 0.194], [-0.017, 0.024, -0.001], [-0.017, -0.006, -0.033], [0.038, 0.001, -0.016], [0.019, 0.004, 0.014], [0.016, -0.004, -0.012], [-0.130, 0.011, 0.047], [-0.020, 0.025, 0.000], [0.053, 0.002, -0.021], [0.000, -0.005, -0.004]], "multiplicity": 2, "e_lumo_ev": [3.66, 3.66], "e_above_lowest_ev": 0.1918, "charge": -2, "homo_lumo_gap_ev": [5.5, 5.6]}